Record 1
Molecular formula: C4H4N2O2
Method: DFT, ωB97M-V with the def2-TZVPD basis set

- max |F| (eV Å⁻¹) = 5.622
- energy (hartree) = -414.68490
- E_HOMO (eV) = -10.358
- SMILES string = O=CC1(O)C=NN=C1
- net charge = 0
- energy relative to the best compared isomer or geometry (same formula, charge and spin) (kcal per mole) = 101.2

Last column: natural (NBO) charge in e.
Atoms and positions in Å:
C (-0.27, 0.32, -0.15)  0.04
C (-1.58, -0.42, 0.00)  0.39
C (0.81, 0.02, -1.21)  0.07
C (0.58, -0.42, 1.04)  0.06
H (0.28, 2.08, 0.51)  0.49
H (-2.52, 0.03, 0.37)  0.17
H (0.74, 0.30, -2.21)  0.21
H (0.26, -0.68, 2.06)  0.22
N (1.92, -0.55, -0.73)  -0.22
N (1.81, -0.71, 0.68)  -0.24
O (-0.51, 1.65, 0.03)  -0.68
O (-1.51, -1.62, -0.39)  -0.51



Record 2
Molecular formula: C5H14
Method: DFT, ωB97M-V with the def2-TZVPD basis set

- max |F| (eV Å⁻¹) = 3.202
- energy (hartree) = -198.44225
- E_HOMO (spin up / spin down) (eV) = -15.149 / -15.126
- net charge = +1
- spin multiplicity = 2
- energy relative to the best compared isomer or geometry (same formula, charge and spin) (kcal per mole) = 28.1

Last column: natural (NBO) charge in e.
Atoms and positions in Å:
C (-0.89, 0.82, -1.65)  -0.63
C (-2.25, 0.11, -1.94)  -0.63
H (0.07, 0.24, -1.37)  0.18
H (-0.51, 1.34, -2.57)  0.24
H (-0.89, 1.72, -1.10)  0.22
H (-2.30, -0.36, -2.92)  0.23
H (-3.06, 0.89, -2.02)  0.24
H (-2.57, -0.67, -1.25)  0.21
C (0.70, -0.24, 1.58)  -0.35
C (2.02, 0.38, 1.99)  -0.63
C (0.66, -1.30, 0.47)  -0.54
H (0.18, -0.72, 2.40)  0.37
H (0.01, 0.68, 1.43)  0.32
H (2.31, 1.09, 1.16)  0.29
H (-0.28, -1.22, -0.06)  0.32
H (1.55, -1.11, -0.09)  0.30
H (2.67, -0.41, 2.42)  0.26
H (1.75, 1.10, 2.84)  0.28
H (0.82, -2.34, 0.67)  0.31